The following is a quantum chemistry calculation of C42H100N5O7RbS as an isolated structure in a non-equilibrium geometry, from the OMol25 dataset.

```
156
Properties=species:S:1:pos:R:3:forces:R:3:mulliken_charge:R:1
Rb -17.324 -7.435 -44.458 0.314 0.174 0.090 1.187
S -15.187 -7.961 -41.887 0.005 -1.558 1.181 -0.685
O -22.010 -12.857 -41.224 1.053 -0.472 0.912 -0.344
O -15.210 -9.416 -41.852 0.354 -2.093 -0.104 -0.551
O -11.377 -10.614 -44.474 0.190 0.217 0.380 -0.291
O -14.351 -7.471 -40.805 0.442 0.958 1.481 -0.461
O -19.431 -6.624 -38.463 -2.202 -1.740 2.327 -0.368
O -14.687 -7.461 -43.136 1.098 0.848 -3.097 -0.405
O -16.581 -7.561 -41.767 -2.617 1.563 0.493 -0.268
N -19.617 -10.895 -41.841 -0.353 -0.014 -1.613 0.348
N -14.184 -11.940 -44.579 0.619 -0.311 -1.440 0.288
N -11.233 -8.656 -40.079 -0.750 -1.872 -0.219 0.787
N -14.486 -3.554 -42.245 -0.664 -0.269 -0.069 0.346
N -16.715 -6.997 -37.704 2.351 2.651 -0.369 0.982
C -15.653 -11.940 -44.276 0.859 0.014 1.106 -1.456
C -8.986 -7.882 -40.799 -1.105 1.091 -0.410 -1.037
C -12.578 -3.018 -43.811 -0.516 0.152 0.140 -0.986
C -14.934 -11.790 -47.045 -1.235 1.023 -0.811 -1.171
C -12.283 -4.327 -43.057 -0.639 -0.341 0.456 -0.305
C -12.489 -9.822 -44.832 1.091 -1.490 -0.738 -1.260
C -15.525 -4.566 -42.967 1.356 1.817 0.778 -1.347
C -9.723 -8.760 -39.846 -0.852 -0.383 1.612 -0.484
C -11.984 -10.357 -38.183 -0.156 -2.405 -0.097 -0.281
C -17.126 -5.956 -38.796 0.082 -1.083 -1.136 0.554
C -20.149 -9.893 -40.713 2.458 0.624 -0.879 0.344
C -22.125 -11.685 -41.962 -0.241 0.094 0.231 -0.988
C -11.428 -7.226 -40.601 0.410 -0.485 -0.032 0.738
C -18.589 -5.912 -39.245 -0.362 1.617 0.669 -1.381
C -10.058 -6.783 -41.147 0.418 0.220 -0.559 -0.879
C -15.228 -6.601 -37.361 -0.474 -1.074 -0.306 -0.861
C -13.958 -12.394 -46.065 0.485 1.329 -0.134 -0.287
C -18.548 -10.371 -42.866 -0.473 -0.187 1.079 -1.326
C -12.914 -11.933 -36.252 0.098 -1.224 -0.497 -1.649
C -11.687 -9.680 -41.127 0.226 1.024 -0.078 -1.515
C -22.463 -14.068 -41.856 0.184 1.035 -0.484 -0.715
C -13.747 -10.393 -44.291 -0.828 -1.178 0.450 0.966
C -17.820 -5.471 -35.823 0.236 0.862 -1.727 -1.172
C -10.114 -10.108 -44.934 -0.806 0.275 -0.805 -0.885
C -17.456 -6.865 -36.306 -1.052 -1.305 -0.667 -0.302
C -15.183 -2.818 -41.007 -0.790 -2.743 0.459 -0.300
C -19.025 -12.157 -41.151 -1.251 1.121 2.491 -0.338
C -16.672 -9.531 -37.353 -1.139 1.252 -0.742 -2.196
C -12.122 -8.994 -38.796 0.784 0.785 -0.619 -0.001
C -12.799 -10.579 -36.910 -0.803 0.970 0.782 -0.043
C -13.258 -4.403 -41.803 0.608 1.161 -1.669 0.288
C -17.840 -11.847 -40.173 0.937 0.197 -1.385 -1.239
C -16.620 -2.346 -41.247 -0.876 1.954 -1.700 -0.539
C -20.619 -5.946 -37.940 0.747 -0.302 -0.278 -0.904
C -13.386 -12.996 -43.662 -1.003 1.210 1.056 -0.277
C -16.806 -8.361 -38.391 -0.431 -0.673 0.909 1.276
C -20.729 -8.576 -41.216 -0.637 -0.947 -0.060 -1.078
C -13.821 -12.943 -42.137 0.428 -0.198 -1.069 -1.201
C -17.381 -1.575 -40.163 -1.395 -0.478 1.955 -0.601
C -13.869 -2.455 -43.203 -0.276 -1.065 1.491 -0.413
C -18.944 -1.133 -40.326 2.601 0.233 -0.874 -1.348
C -20.877 -11.227 -42.734 0.363 -0.632 0.612 -0.515
H -14.868 -12.036 -48.105 1.284 -0.557 0.050 0.445
H -13.701 -11.827 -35.505 0.461 -0.138 0.447 0.429
H -18.815 -6.213 -40.268 0.827 0.356 -0.428 0.316
H -20.357 -5.208 -37.182 0.211 0.227 -0.212 0.436
H -10.049 -10.169 -46.021 0.190 -0.933 -0.196 0.366
H -11.976 -12.326 -35.859 -0.050 0.357 0.451 0.407
H -14.506 -6.729 -38.167 -0.728 0.182 -0.762 -0.037
H -17.787 -8.356 -38.867 -0.315 -0.138 0.485 -0.596
H -13.637 -1.737 -42.417 -0.119 0.688 -0.771 0.377
H -18.591 -5.364 -35.059 0.371 -0.767 0.317 0.389
H -16.851 -4.909 -38.669 0.547 -0.410 1.223 0.802
H -16.905 -7.396 -35.529 0.557 0.026 -0.456 0.457
H -15.751 -5.329 -42.222 -0.064 0.051 -0.275 0.541
H -10.070 -9.020 -44.882 0.195 0.244 1.117 0.318
H -16.636 -6.249 -39.724 0.795 -0.416 0.312 -1.119
H -18.943 -13.029 -41.799 0.470 0.548 -0.465 0.523
H -17.667 -9.593 -36.914 0.114 -0.383 0.318 0.508
H -14.511 -2.300 -40.323 0.459 1.290 -1.302 0.688
H -13.140 -8.906 -39.176 0.008 0.421 0.044 -0.386
H -8.112 -7.485 -40.284 0.053 -0.036 -0.374 0.383
H -12.976 -11.962 -46.256 0.142 -0.492 -0.260 0.306
H -20.050 -8.097 -41.921 -0.289 -0.089 -0.298 0.208
H -19.204 -9.584 -40.267 -0.171 -0.468 0.573 -0.699
H -20.796 -10.448 -40.034 0.281 -0.080 -0.210 0.765
H -9.815 -5.745 -40.919 0.185 -0.189 0.901 0.531
H -13.806 -11.984 -41.618 -0.067 0.361 -0.531 0.156
H -13.839 -10.309 -37.092 -0.144 0.389 -0.374 -0.355
H -18.286 -11.201 -43.522 -0.508 -0.106 0.018 0.380
H -16.949 -4.862 -35.580 0.039 -0.248 0.459 0.335
H -15.294 -3.626 -40.283 -0.330 -0.905 -0.197 -0.154
H -23.551 -14.002 -41.874 0.006 -0.537 -0.175 0.312
H -19.507 -1.785 -40.994 -0.176 -0.185 0.478 0.328
H -12.755 -9.540 -41.294 -0.033 0.118 0.060 0.253
H -12.701 -3.128 -44.888 0.096 -0.326 0.097 0.307
H -21.146 -5.479 -38.772 -0.185 0.010 0.132 0.364
H -16.152 -11.087 -44.736 0.320 -0.060 0.043 0.570
H -14.483 -9.738 -44.759 -0.539 -0.464 0.238 0.237
H -17.603 -10.070 -42.414 -0.164 0.182 0.658 0.684
H -13.269 -12.762 -36.863 -0.122 0.186 -0.606 0.345
H -17.497 -12.689 -39.571 -0.690 -0.319 -0.119 0.570
H -9.329 -10.660 -44.416 -0.054 0.327 -0.197 0.264
H -16.880 -0.682 -39.789 0.382 0.004 -0.468 0.465
H -22.419 -10.930 -41.234 -0.258 0.198 -0.269 0.306
H -16.181 -8.456 -39.279 0.856 0.610 0.502 -0.323
H -15.220 -5.567 -37.017 -0.084 -0.320 0.215 0.501
H -18.922 -0.148 -40.792 -0.225 -0.010 -0.099 0.446
H -15.984 -9.300 -36.540 0.242 -0.299 -0.299 0.511
H -20.657 -12.005 -43.465 0.656 -0.056 0.157 0.513
H -14.856 -7.329 -36.640 -0.363 0.365 0.500 0.389
H -21.085 -10.324 -43.309 -0.069 0.069 0.241 0.519
H -11.243 -4.318 -42.731 -0.118 -0.205 0.125 0.466
H -12.420 -5.177 -43.726 -0.083 -0.129 0.185 0.072
H -12.158 -7.217 -41.411 -0.190 -0.271 0.470 -0.704
H -19.882 -12.398 -40.521 0.081 -0.459 0.054 0.494
H -16.724 -1.633 -42.065 0.869 0.214 -0.542 0.445
H -11.506 -10.709 -40.816 0.316 0.291 0.150 0.392
H -11.010 -10.821 -38.028 0.547 0.821 0.010 0.414
H -8.731 -8.375 -41.737 0.323 -0.122 0.288 0.343
H -13.545 -5.410 -41.499 -0.269 0.121 -0.091 -0.794
H -18.941 -9.541 -43.454 -0.353 -0.216 0.192 0.185
H -16.937 -11.576 -40.720 0.145 -0.014 -0.425 0.162
H -9.388 -9.797 -39.808 -0.297 0.007 -0.075 0.402
H -13.852 -10.301 -43.210 -0.077 -0.057 -0.149 -0.845
H -15.992 -12.047 -46.991 -0.105 -0.232 1.032 0.300
H -18.268 -4.921 -36.651 -0.092 0.036 -0.236 0.110
H -22.034 -14.045 -42.858 -0.307 -0.470 -0.302 0.332
H -11.755 -2.317 -43.675 -0.206 0.115 0.047 0.352
H -15.565 -11.823 -43.196 -1.234 0.149 0.010 0.260
H -16.181 -12.844 -44.578 0.448 -0.197 0.087 0.525
H -22.082 -14.947 -41.337 -0.179 0.319 0.214 0.265
H -12.448 -11.096 -38.837 -0.049 0.001 -0.529 0.017
H -22.921 -11.819 -42.694 -0.135 0.435 -0.246 0.559
H -11.912 -8.244 -38.034 0.104 0.324 -0.254 0.678
H -14.815 -13.379 -42.036 0.107 -0.044 0.157 0.382
H -13.930 -13.471 -46.233 0.026 -0.028 0.900 0.472
H -21.238 -6.675 -37.416 0.084 -0.176 -0.411 0.234
H -16.399 -4.010 -43.306 0.117 0.171 0.350 0.545
H -10.083 -6.683 -42.232 -0.333 -0.446 -0.159 0.359
H -15.049 -4.964 -43.863 0.401 -0.112 0.414 0.538
H -12.604 -9.818 -45.916 0.332 0.332 -0.413 0.710
H -18.796 -4.862 -39.038 -0.505 0.410 -0.989 0.925
H -13.608 -13.997 -44.031 -0.258 0.236 -0.224 0.481
H -11.822 -6.673 -39.748 0.188 0.228 -0.176 0.395
H -11.147 -9.440 -42.043 0.021 -0.247 -0.029 0.693
H -17.263 -3.121 -41.664 0.160 -0.602 0.661 0.348
H -14.900 -10.702 -47.094 0.121 0.195 0.361 0.250
H -21.737 -8.789 -41.574 0.087 0.590 -0.572 0.373
H -17.427 -2.200 -39.271 0.218 -0.334 0.279 0.154
H -12.738 -3.882 -40.999 -0.419 0.127 0.211 0.581
H -19.323 -0.981 -39.315 -0.286 -0.412 -0.260 0.375
H -12.320 -12.823 -43.811 -0.219 0.391 -0.064 0.478
H -13.122 -13.548 -41.559 -0.003 -0.309 -0.255 0.519
H -12.517 -9.964 -36.056 0.440 0.651 -0.317 0.446
H -17.914 -10.995 -39.497 -0.892 -0.183 -0.036 0.091
H -12.387 -8.795 -44.481 -0.204 0.194 0.131 0.428
H -16.483 -10.481 -37.852 0.361 0.183 0.146 0.607
H -14.646 -2.172 -43.913 0.177 0.320 0.256 0.413
H -20.843 -7.866 -40.397 0.144 -0.280 0.284 0.126
H -9.672 -8.346 -38.840 0.537 -0.065 0.120 0.523
H -18.305 -7.511 -36.530 -0.410 0.521 0.455 0.393
```
Positions in Å, forces in eV/Å.

Computed properties:
- charge = +4
- maximum force (eV/Å) = 3.6
- E_HOMO (eV) = -17.2766
- LUMO (eV) = -8.548
- calculated total energy (hartree) = -2881.52644
- Kohn-Sham gap (Eh) = 0.32076